1.
Here is C12H17BCeN6O2 as an isolated structure in a non-equilibrium geometry from the Open Molecules 2025 dataset. Energies are from ωB97M-V/def2-TZVPD.

The geometry in XYZ format:
```
39
C12H17BCeN6O2 | the Open Molecules 2025 dataset | ωB97M-V/def2-TZVPD
H -3.075 -1.155 1.366
N -1.824 -0.376 -0.240
B -0.843 0.480 -2.458
N -2.052 0.089 -1.516
C -3.380 0.091 -1.743
Ce 0.317 -0.261 0.810
H -3.741 0.415 -2.717
C -4.033 -0.389 -0.587
H -5.086 -0.506 -0.457
C -3.018 -0.694 0.325
H -1.290 0.773 -3.572
C 2.513 -1.081 1.473
H 2.655 -1.390 2.541
H 2.821 0.009 1.240
H 2.777 -1.819 0.663
N 0.122 -0.764 -2.672
N -0.021 1.714 -1.868
N 0.670 -1.323 -1.541
N 0.518 1.441 -0.618
C 0.518 -1.435 -3.819
C 0.282 2.991 -2.196
H 0.177 -1.153 -4.800
H -0.066 3.430 -3.145
C 1.383 -2.497 -3.362
C 1.048 3.559 -1.131
C 1.428 -2.402 -1.950
C 1.150 2.551 -0.175
H 1.894 -3.206 -4.005
H 1.455 4.537 -1.093
H 1.952 -3.034 -1.198
H 1.669 2.528 0.853
H 1.563 -1.749 1.915
C 0.491 -0.100 5.786
O 0.552 -0.518 4.419
C -0.093 0.104 3.442
O -0.830 1.090 3.693
H 1.079 -0.807 6.305
H -0.584 -0.098 6.141
H 0.902 0.952 5.891
```

net charge: +2
Kohn-Sham gap (spin up / spin down): 6.12 / 6.11 eV
ΔE to the lowest compared entry with this formula, charge and spin: 114.7 kcal per mole
calculated total energy: -1445.76987 a.u.
2S+1: 1
highest occupied orbital energy (spin up / spin down): -15.532 / -15.532 eV
maximum force: 0.088 Eh/bohr

Löwdin population analysis, charges in e, atoms 1 to 6: atom 1 (H): 0.158, atom 2 (N): -0.151, atom 3 (B): -0.414, atom 4 (N): -0.009, atom 5 (C): 0.009, atom 6 (Ce): 1.540


2.
Here is one molecule with the formula C3H6N2OS in a non-equilibrium geometry from the Open Molecules 2025 dataset. Energies are from ωB97M-V/def2-TZVPD.

The geometry in XYZ format:
```
13
C3H6N2OS | the Open Molecules 2025 dataset | ωB97M-V/def2-TZVPD
C 0.514 0.091 -0.035
C -1.209 -1.455 -0.064
C 1.970 0.606 0.138
N 0.200 -1.219 0.062
N -0.495 0.917 -0.315
O -2.781 0.570 0.808
S -2.111 0.275 -0.434
H -1.208 -1.834 -1.060
H -1.650 -2.127 0.611
H 2.037 1.705 -0.279
H 2.757 -0.139 -0.231
H 2.230 0.715 1.129
H -0.256 1.896 -0.331
```

net charge: 0
Kohn-Sham gap: 9.56 eV
ΔE to the lowest compared entry with this formula, charge and spin: 68.7 kcal per mole
calculated total energy: -700.77975 a.u.
2S+1: 1
highest occupied orbital energy: -8.964 eV
maximum force: 0.106 Eh/bohr

Löwdin population analysis, charges in e, atoms 1 to 6: atom 1 (C): -0.450, atom 2 (C): -0.272, atom 3 (C): -0.012, atom 4 (N): -0.002, atom 5 (N): -0.161, atom 6 (O): -0.527


3.
Here is C5H10N2 as an isolated structure in a non-equilibrium geometry from the Open Molecules 2025 dataset. Energies are from ωB97M-V/def2-TZVPD.

The geometry in XYZ format:
```
17
C5H10N2 | the Open Molecules 2025 dataset | ωB97M-V/def2-TZVPD
C -2.240 0.411 -0.085
C -1.018 -0.521 0.103
C -0.021 -0.035 1.066
C 0.163 -0.889 -0.777
C 2.588 0.659 -0.301
H -3.037 -0.169 -0.645
H -2.124 1.460 -0.611
H -2.713 0.733 0.759
H -1.249 -1.552 0.449
H 0.331 1.092 0.987
H -0.117 -0.197 2.173
H 0.554 -0.100 -1.477
H -0.104 -1.863 -1.355
H 3.612 1.050 -0.109
H 1.912 1.398 -0.932
N 1.028 -1.034 0.420
N 2.435 -0.443 0.335
```

net charge: 0
Kohn-Sham gap: 10.04 eV
ΔE to the lowest compared entry with this formula, charge and spin: 100.4 kcal per mole
calculated total energy: -305.86392 a.u.
2S+1: 1
highest occupied orbital energy: -9.080 eV
maximum force: 0.089 Eh/bohr

Löwdin population analysis, charges in e, atoms 1 to 6: atom 1 (C): -0.059, atom 2 (C): -0.375, atom 3 (C): -0.168, atom 4 (C): -0.208, atom 5 (C): -0.106, atom 6 (H): 0.085


4.
Here is C22H28BF3MoN12S as an isolated structure from the Open Molecules 2025 dataset. Energies are from ωB97M-V/def2-TZVPD.

The geometry in XYZ format:
```
68
C22H28BF3MoN12S | the Open Molecules 2025 dataset | ωB97M-V/def2-TZVPD
Mo -0.302 0.034 -0.203
C -1.444 3.775 1.858
C -1.035 2.450 1.844
N -0.973 1.981 0.591
N -1.346 3.017 -0.226
C -1.620 4.098 0.533
B -0.853 2.913 -1.667
N 0.681 2.721 -1.567
C 1.678 3.625 -1.657
C 2.825 3.087 -1.122
C 2.433 1.832 -0.675
N 1.140 1.610 -0.933
N -1.524 1.744 -2.414
C -2.414 1.771 -3.415
C -2.841 0.483 -3.679
C -2.161 -0.294 -2.763
N -1.364 0.461 -1.984
N -1.173 4.198 -2.511
C -0.603 4.636 -3.594
C -1.378 5.757 -4.078
C -2.449 5.858 -3.141
N -2.353 4.947 -2.224
H -1.603 4.405 2.715
H -0.812 1.813 2.683
H -1.944 5.023 0.090
H 1.527 4.605 -2.076
H 3.798 3.540 -1.054
H 3.042 1.095 -0.180
H -2.719 2.688 -3.888
H -3.550 0.164 -4.423
H -2.214 -1.363 -2.645
H 0.280 4.190 -4.030
H -1.180 6.358 -4.954
H -3.263 6.568 -3.139
N -0.926 -2.110 -0.528
C -0.155 -2.962 -1.479
C 0.715 -2.062 -2.317
N 1.308 -1.048 -1.406
C 2.445 -1.593 -0.593
C 2.041 -1.736 0.857
N 1.291 -0.524 1.274
H -0.860 -2.543 0.399
H -1.914 -2.131 -0.761
H -0.821 -3.561 -2.099
H 0.451 -3.660 -0.902
H 0.137 -1.532 -3.070
H 1.501 -2.619 -2.829
H 1.691 -0.320 -2.001
H 3.297 -0.924 -0.702
H 2.758 -2.556 -0.997
H 2.920 -1.897 1.484
H 1.369 -2.579 1.002
H 1.932 0.232 1.501
H 0.813 -0.754 2.144
F -5.234 -1.798 3.900
C -4.274 -1.272 3.155
F -4.756 -1.103 1.910
F -3.980 -0.058 3.643
C -3.044 -2.159 3.132
C -2.997 -3.300 3.919
C -1.866 -4.101 3.896
C -0.820 -3.739 3.070
N -0.849 -2.642 2.301
C -1.931 -1.869 2.339
S -1.910 -0.307 1.459
H -3.842 -3.555 4.544
H -1.801 -4.991 4.504
H 0.079 -4.341 3.012
```

net charge: +3
Kohn-Sham gap (spin up / spin down): 7.00 / 4.56 eV
ΔE to the lowest compared entry with this formula, charge and spin: 0.0 kcal per mole
calculated total energy: -2302.24750 a.u.
2S+1: 2
highest occupied orbital energy (spin up / spin down): -16.843 / -16.835 eV
maximum force: 0.003 Eh/bohr
expectation value of S²: 0.761

Löwdin population analysis, charges in e, atoms 1 to 6: atom 1 (Mo): 1.391, atom 2 (C): 0.014, atom 3 (C): -0.149, atom 4 (N): -0.186, atom 5 (N): 0.034, atom 6 (C): -0.017


> What is the 2S+1 in the fourth record?

2